The following is a quantum chemistry calculation of the molecule C22H24N4O4, from the OMol25 dataset.

Positions of all 54 atoms, in Å:
C1 -5.38632 -2.98626 0.53852
C2 -4.74760 -3.42311 -0.52916
C3 -4.55191 -2.61034 -1.77288
O1 -3.15933 -2.52566 -2.11545
C4 -2.42790 -1.66460 -1.42494
O2 -2.84180 -0.92616 -0.57539
C5 -0.96470 -1.74681 -1.88882
C6 -0.23713 -2.63043 -1.01893
N1 0.32455 -3.38423 -0.36753
C7 -0.34748 -0.36853 -2.06426
N2 -0.63408 0.15444 -3.22066
C8 -0.02172 1.29317 -3.61098
C9 -0.35457 1.90926 -4.82820
C10 0.36369 2.99640 -5.24906
C11 1.43093 3.49076 -4.48221
C12 1.77330 2.91016 -3.29105
C13 1.03616 1.80801 -2.81818
N3 1.30861 1.27130 -1.61637
C14 0.59088 0.25554 -1.17041
N4 0.89356 -0.22174 0.07438
C15 2.11925 0.27448 0.67335
C16 2.64097 -0.75942 1.66511
C17 1.61052 -0.99914 2.77157
C18 1.45231 0.23111 3.65116
O3 0.40689 0.74604 3.94977
O4 2.64148 0.65413 4.09466
C19 2.65146 1.81732 4.92355
C20 2.60337 3.09080 4.09131
C21 0.28129 -1.41191 2.14089
C22 -0.14896 -0.41305 1.07068
H1 -5.50433 -3.59722 1.41640
H2 -5.81846 -2.00036 0.57585
H3 -4.29927 -4.40707 -0.55617
H4 -4.95166 -1.60032 -1.64187
H5 -5.01626 -3.09399 -2.63630
H6 -0.98968 -2.21081 -2.88424
H7 -1.17419 1.50819 -5.40399
H8 0.11573 3.48130 -6.18164
H9 1.98322 4.34649 -4.84252
H10 2.57996 3.28825 -2.68270
H11 2.84398 0.44135 -0.12401
H12 1.94308 1.23397 1.17920
H13 3.58287 -0.41629 2.09248
H14 2.81297 -1.69929 1.13829
H15 1.97201 -1.79713 3.42988
H16 3.58160 1.75219 5.49160
H17 1.79403 1.77629 5.60326
H18 1.66110 3.14620 3.55159
H19 3.42311 3.10485 3.37666
H20 2.68471 3.95597 4.74290
H21 -0.49707 -1.45207 2.90322
H22 0.39385 -2.40098 1.69615
H23 -1.07123 -0.74227 0.59837
H24 -0.35579 0.55120 1.55714

Results
HOMO (eV): -8.15
Lowest unoccupied orbital energy (eV): -0.1167
Gap between HOMO and LUMO (eV): 8.04
M (g mol⁻¹): 408.46
DFT total energy (eV): -37353.8888
Structure (SMILES): C=CCOC(=O)[C@H](C#N)c1nc2ccccc2nc1N1CCC(C(=O)OCC)CC1
ΔE to the lowest compared entry with this formula, charge and spin (kcal/mol): 44.8

These are the natural (NBO) partial charges, in e, on atoms 1 to 4: -0.34, -0.22, -0.12, -0.49



The following is a quantum chemistry calculation of a cluster of 2 separate species, C9H14 in total, from the OMol25 dataset.

Positions of all 23 atoms, in Å:
C1 -3.80671 1.10782 -1.47425
C2 -2.70282 0.07881 -1.41588
H1 -3.74639 1.86880 -0.78838
H2 -3.80278 1.62407 -2.50698
H3 -4.74285 0.51813 -1.28187
H4 -1.71625 0.32797 -0.87259
H5 -2.37702 -0.24618 -2.36963
H6 -2.91416 -0.86594 -0.74143
C3 2.74096 1.65567 1.18100
C4 2.67930 -0.69138 0.22548
C5 2.02745 0.41188 0.83178
C6 2.12783 -1.94507 0.08272
C7 0.67990 0.11892 1.15938
C8 0.81376 -2.08734 0.40647
C9 0.06633 -1.05662 0.95183
H7 3.66577 -0.71181 -0.20189
H8 2.52962 -2.80043 -0.44349
H9 2.88941 1.93492 2.29169
H10 2.13755 2.53967 1.12669
H11 0.14925 0.97855 1.63021
H12 0.37400 -3.05834 0.07882
H13 -0.87272 -1.35708 1.24551
H14 3.80057 1.65497 0.88481

Results
HOMO (spin up / spin down) (eV): 1.23 / -5.28
Lowest unoccupied orbital energy (spin up / spin down) (eV): 3.5084 / 3.4476
Gap between HOMO and LUMO (spin up / spin down) (eV): 2.28 / 8.73
M (g mol⁻¹): 122.21
DFT total energy (eV): -9557.0175
ΔE to the lowest compared entry with this formula, charge and spin (kcal/mol): 41.0
2S+1: 2
Expectation value of S²: 0.75
Charge: -1

These are the natural (NBO) partial charges, in e, on atoms 1 to 4: -0.64, -0.67, 0.20, 0.19



The following is a quantum chemistry calculation of a structure of composition H2OSn, from the OMol25 dataset.

Positions of all 4 atoms, in Å:
Sn1 0.44753 -0.44260 -2.39644
O1 -0.15448 0.15858 0.40841
H1 0.07009 0.86709 1.01160
H2 -0.36314 -0.58307 0.97643

Results
HOMO (eV): -21.80
Lowest unoccupied orbital energy (eV): -13.7027
Gap between HOMO and LUMO (eV): 8.10
M (g mol⁻¹): 136.73
DFT total energy (eV): -7889.1999
ΔE to the lowest compared entry with this formula, charge and spin (kcal/mol): 20.1
Charge: +2

Charges obtained by natural (NBO) population analysis, quoted in units of e: 1.95, -1.02, 0.54, 0.53



The following is a quantum chemistry calculation of a cluster of 2 separate species, CH8N2 in total, from the OMol25 dataset.

Positions of all 11 atoms, in Å:
C1 -1.40273 -0.53775 0.50530
N1 -1.82798 0.26002 -0.62573
H1 -2.17397 -1.25416 0.81036
H2 -1.13846 0.01305 1.41338
H3 -0.53518 -1.14710 0.25318
H4 -2.62822 0.83951 -0.38956
H5 -1.05956 0.82029 -0.96124
N2 2.89604 0.08437 -0.22775
H6 2.98813 0.64858 -1.06350
H7 2.85603 0.69861 0.57114
H8 2.02591 -0.42542 -0.28560

Results
HOMO (eV): -9.32
Lowest unoccupied orbital energy (eV): 0.8870
Gap between HOMO and LUMO (eV): 10.21
M (g mol⁻¹): 48.09
DFT total energy (eV): -4146.7054
Structure (SMILES): CN.N
ΔE to the lowest compared entry with this formula, charge and spin (kcal/mol): 0.7

These are the natural (NBO) partial charges, in e, on atoms 1 to 4: -0.41, -0.84, 0.19, 0.16



The following is a quantum chemistry calculation of the molecule C6H5FN2O, from the OMol25 dataset.

Positions of all 15 atoms, in Å:
N1 0.97663 -2.87458 -2.08982
C1 0.54805 -1.91244 -1.65556
C2 -0.09696 -0.81807 -0.98946
F1 -1.50090 -0.87260 -1.04623
N2 0.31908 0.48060 -1.48291
C3 0.14683 1.42015 -0.66976
C4 -0.55939 1.25674 0.63758
C5 0.19449 0.18087 1.45897
C6 0.29070 -1.07302 0.69476
O1 0.51334 -2.19400 1.02764
H1 0.14290 2.34097 -1.28732
H2 -0.53725 2.28064 1.22129
H3 -1.57229 1.23253 0.38560
H4 -0.09499 0.05098 2.42349
H5 1.22978 0.50124 1.37172

Results
HOMO (eV): -9.80
Lowest unoccupied orbital energy (eV): -0.1322
Gap between HOMO and LUMO (eV): 9.66
M (g mol⁻¹): 140.12
DFT total energy (eV): -14045.5020
Structure (SMILES): N#C[C@]1(F)N=CCCC1=O
ΔE to the lowest compared entry with this formula, charge and spin (kcal/mol): 36.3

These are the natural (NBO) partial charges, in e, on atoms 1 to 4: -0.24, 0.22, 0.27, -0.33



The following is a quantum chemistry calculation of a cluster of 2 separate species, C5H13NOP in total, from the OMol25 dataset.

Positions of all 21 atoms, in Å:
C1 -0.20345 -0.64035 0.78613
C2 0.57974 0.42327 0.16151
C3 -2.04072 -2.64058 -0.16198
C4 0.59717 2.64476 -1.20864
C5 0.14425 1.15125 -1.12992
N1 0.65816 -1.74106 1.34467
O1 1.92348 0.48496 0.28482
P1 -0.55994 0.71689 1.94750
H1 -2.51147 -2.19866 -1.06914
H2 -2.35247 -2.47964 0.82721
H3 -1.09902 -3.01939 -0.35807
H4 0.02414 3.30508 -1.79154
H5 1.56714 2.66337 -1.55705
H6 0.52759 3.03328 -0.20392
H7 0.57078 0.69049 -2.01872
H8 -0.92327 1.13592 -1.29627
H9 0.48320 -2.50886 0.68558
H10 0.31379 -2.03846 2.37863
H11 1.64809 -1.61814 1.42335
H12 2.17880 1.23196 -0.20278
H13 -1.52599 1.40390 1.15863

Results
HOMO (spin up / spin down) (eV): -12.25 / -12.17
Lowest unoccupied orbital energy (spin up / spin down) (eV): -5.1598 / -3.5733
Gap between HOMO and LUMO (spin up / spin down) (eV): 7.09 / 8.60
M (g mol⁻¹): 134.14
DFT total energy (eV): -18209.6657
ΔE to the lowest compared entry with this formula, charge and spin (kcal/mol): 124.3
Charge: +1

These are the Löwdin partial charges, in e, on atoms 1 to 4: -0.48, -0.54, 0.13, -0.06



The following is a quantum chemistry calculation of a structure of composition C40H43N6O4PReS3, from the OMol25 dataset.

Positions of all 98 atoms, in Å:
Re1 0.21105 1.03520 0.26091
C1 4.29525 -0.50529 -0.51861
C2 2.94743 0.14409 -0.66546
N1 2.16475 0.30105 0.35547
N2 2.64494 -0.15343 1.58922
C3 2.00729 0.23445 2.60581
S1 0.54126 1.19178 2.58444
S2 2.55112 -0.09260 4.24539
C4 3.94718 -1.22835 4.04335
C5 3.52362 -2.64575 3.78661
C6 3.70476 -3.24764 2.52937
C7 3.21221 -4.51567 2.25478
C8 2.50975 -5.22274 3.22916
C9 2.32137 -4.62158 4.45231
C10 2.79115 -3.34046 4.73549
C11 2.60644 0.65100 -2.01893
C12 3.63587 0.73696 -2.96293
C13 3.52236 1.23423 -4.25549
C14 2.24381 1.69106 -4.60809
C15 1.15047 1.60000 -3.75664
C16 1.30646 1.05751 -2.47576
O1 0.24625 0.88838 -1.72523
H1 4.42584 -0.92438 0.47410
H2 4.39865 -1.27839 -1.29158
H3 5.06990 0.24501 -0.61548
H4 4.55717 -0.83939 3.23777
H5 4.54484 -1.11462 4.98345
H6 4.21295 -2.70397 1.75851
H7 3.34538 -4.97321 1.28690
H8 2.13838 -6.20846 2.99957
H9 1.80373 -5.14096 5.23900
H10 2.57479 -2.88319 5.69131
H11 4.59948 0.39513 -2.67663
H12 4.35900 1.19667 -4.89375
H13 2.09509 2.08176 -5.59609
H14 0.18362 1.96388 -4.06188
S3 0.19119 5.54048 -0.51237
C17 -0.08973 3.87809 -0.60380
N3 0.72027 3.08134 0.07233
C18 1.67254 3.85756 0.72165
C19 2.77299 3.44442 1.46719
C20 3.63884 4.39048 1.98998
C21 3.45440 5.77903 1.78298
C22 2.37770 6.21172 1.07434
C23 1.49695 5.25593 0.54417
H15 -0.88290 3.52534 -1.22933
H16 2.94548 2.38329 1.60412
H17 4.46026 4.05186 2.58749
H18 4.13786 6.48543 2.17856
H19 2.21904 7.26620 0.89420
C24 -5.01229 2.53871 2.06792
C25 -3.96755 3.32058 1.32062
O2 -2.66465 2.59463 1.31075
P1 -2.26787 1.45669 0.28972
O3 -3.17103 0.19811 0.56358
C26 -3.04714 -0.47809 1.83075
C27 -3.48552 -1.95447 1.73183
O4 -2.72500 1.99871 -1.11005
C28 -3.20658 1.26533 -2.28387
C29 -3.15745 2.19841 -3.48997
H20 -5.90834 3.10846 2.28964
H21 -4.59960 2.25654 3.03354
H22 -5.31432 1.67886 1.51325
H23 -3.70630 4.29638 1.78832
H24 -4.19743 3.49793 0.27036
H25 -3.63413 0.05635 2.57393
H26 -1.97433 -0.46012 2.10840
H27 -4.56736 -2.00609 1.72719
H28 -3.14932 -2.51093 2.59641
H29 -3.13625 -2.43550 0.84346
H30 -4.20633 0.93589 -2.04430
H31 -2.52497 0.41881 -2.42142
H32 -3.81867 3.04699 -3.36789
H33 -3.41817 1.65055 -4.38822
H34 -2.14105 2.55552 -3.64936
C30 -0.18542 -3.29434 1.41274
C31 -0.14271 -1.92296 1.46103
N4 -0.27864 -1.17671 0.32876
C32 -0.50869 -1.78464 -0.85164
C33 -0.55710 -3.15796 -0.98966
C34 -0.41273 -3.90765 0.16172
C35 -0.65725 -3.78053 -2.32117
C36 -1.53275 -3.49691 -3.30124
C37 -2.75823 -2.66937 -3.18651
C38 -3.32368 -2.15484 -4.33527
C39 -4.48952 -1.47180 -4.19489
N5 -5.07201 -1.29844 -3.01561
C40 -4.49032 -1.88296 -1.97753
N6 -3.37603 -2.58702 -2.00825
H35 0.05443 -3.86732 2.30087
H36 0.12721 -1.41774 2.35611
H37 -0.59475 -1.13090 -1.70434
H38 -0.45323 -4.99419 0.13813
H39 0.16135 -4.44738 -2.55027
H40 -1.33402 -3.96314 -4.27275
H41 -2.78160 -2.23413 -5.26338
H42 -4.95145 -1.00987 -5.06976
H43 -4.94965 -1.73675 -1.01361

Results
HOMO (spin up / spin down) (eV): -13.20 / -13.29
Lowest unoccupied orbital energy (spin up / spin down) (eV): -5.3477 / -7.1635
Gap between HOMO and LUMO (spin up / spin down) (eV): 7.85 / 6.13
M (g mol⁻¹): 985.20
DFT total energy (eV): -103222.7842
ΔE to the lowest compared entry with this formula, charge and spin (kcal/mol): 0.0
2S+1: 4
Expectation value of S²: 3.77
Charge: +2

These are the Löwdin partial charges, in e, on atoms 1 to 4: 1.36, 0.01, -0.19, -0.13



The following is a quantum chemistry calculation of a cluster of 2 separate species, C3H7NO in total, from the OMol25 dataset.

Positions of all 12 atoms, in Å:
C1 1.30054 0.01115 0.08094
C2 -1.68910 0.84136 -0.01514
C3 -1.33753 -0.51885 -0.25752
N1 2.18833 -0.88788 -0.04729
O1 1.25922 1.21640 0.24089
H1 -0.69816 1.35952 0.02901
H2 -2.14141 1.43497 -0.77549
H3 -2.14045 1.05662 1.03515
H4 -0.86546 -0.98198 -1.17877
H5 -1.10124 -1.02728 0.70500
H6 2.03319 -1.80676 0.05182
H7 3.19206 -0.69726 0.13140

Results
HOMO (spin up / spin down) (eV): -7.45 / -7.73
Lowest unoccupied orbital energy (spin up / spin down) (eV): 0.1736 / 0.7063
Gap between HOMO and LUMO (spin up / spin down) (eV): 7.62 / 8.44
M (g mol⁻¹): 73.09
DFT total energy (eV): -6758.2227
ΔE to the lowest compared entry with this formula, charge and spin (kcal/mol): 104.4

These are the natural (NBO) partial charges, in e, on atoms 1 to 4: 0.62, -0.72, -0.36, -0.81



> ΔE to the lowest compared entry with this formula, charge and spin of number 5 (C6H5FN2O)?

36.3 kcal/mol



> The lowest ΔE to the lowest compared entry with this formula, charge and spin belongs to which entry?

C40H43N6O4PReS3



> What is the DFT total energy in the second record?

-9557.0175 eV